Below is a molecular structure, C28H25AsBr5CaCl5N2O3, with properties calculated with the ωB97M-V functional and the def2-TZVPD basis.

Values from the calculation:
* energy above the lowest of the compared OMol25 structures with the same formula, charge and spin: 0.00 kJ/mol
* highest occupied orbital energy: -1.78 eV
* strongest force on any atom: 0.49 eV Å⁻¹
* LUMO level: 3.8 eV
* DFT total energy: -19501.87656 a.u.

```
! wB97M-V def2-TZVPD RIJCOSX def2/J DEFGRID3
* xyz -2 1
Ca 0.2454 0.0452 -0.0226
Cl -6.2899 -2.7754 3.7772
C -4.7791 -2.4232 3.0068
C -4.7331 -1.9818 1.6866
Cl -6.2176 -1.7771 0.8147
C -3.5282 -1.7012 1.0659
Cl -3.4944 -1.1576 -0.5718
C -2.2607 -1.8427 1.7207
O -1.1533 -1.5868 1.1943
C -2.3646 -2.2854 3.0864
Cl -0.8759 -2.4290 3.9431
C -3.5715 -2.5667 3.6943
Cl -3.6017 -3.1002 5.3437
Br -0.9435 -1.8224 -2.6154
C 0.4841 -1.6200 -3.8610
C 0.3908 -2.3104 -5.0357
C 1.4248 -2.2005 -5.9885
C 2.5060 -1.4110 -5.7258
C 2.6104 -0.6937 -4.5067
C 3.7410 0.1122 -4.2412
C 3.8174 0.7948 -3.0596
C 2.7776 0.6995 -2.1078
C 1.6351 -0.0708 -2.2699
C 1.5786 -0.7732 -3.5192
H -0.4693 -2.9382 -5.2278
H 1.3525 -2.7481 -6.9211
H 3.3120 -1.3206 -6.4476
H 4.5292 0.1723 -4.9853
H 4.6812 1.4171 -2.8453
H 2.9015 1.2823 -1.1966
Br 5.4389 2.5093 4.4839
C 4.0540 2.4590 3.1842
C 3.7119 3.5918 2.4783
Br 4.6076 5.2387 2.7886
C 2.6855 3.5220 1.5147
Br 2.1608 5.0450 0.5047
C 1.9926 2.3439 1.2371
O 1.0565 2.2361 0.3553
C 2.3397 1.1478 1.9997
O 1.6783 0.0730 1.7566
C 3.3690 1.2521 2.9386
Br 3.7867 -0.3424 3.8825
N -1.4293 1.2593 1.6164
C -2.6583 1.9912 1.3441
C -2.5087 2.9575 0.1727
C -2.4383 2.3441 -1.2218
N -1.1738 1.6658 -1.4814
H -1.5127 0.6428 2.4151
H -0.6575 1.9000 1.7859
H -2.9939 2.5767 2.2133
H -3.4512 1.2695 1.1245
H -1.6273 3.5891 0.3347
H -3.3767 3.6248 0.1870
H -2.6222 3.1532 -1.9449
H -3.2502 1.6214 -1.3405
H -0.3858 2.2936 -1.3225
H -1.1039 1.3202 -2.4307
C 3.7452 -2.1704 0.0641
As 1.8530 -2.6607 0.0938
C 1.8846 -3.7335 1.7301
C 1.9437 -4.1109 -1.2339
H 4.3844 -3.0428 0.2168
H 3.9063 -1.4442 0.8612
H 3.9712 -1.7012 -0.8933
H 2.6966 -4.4636 1.7073
H 0.9277 -4.2381 1.8577
H 2.0247 -3.0434 2.5624
H 2.7430 -4.8189 -1.0036
H 2.1216 -3.6667 -2.2147
H 0.9874 -4.6345 -1.2632
*
```

=====

Below is a molecular structure, C28H25AsN4O8PtS2SbSe5, with properties calculated with the ωB97M-V functional and the def2-TZVPD basis.

Values from the calculation:
* highest occupied orbital energy (alpha / beta): -4.58 / -4.58 eV
* strongest force on any atom: 3.14 eV Å⁻¹
* LUMO level (alpha / beta): -0.3 / -0.3 eV
* DFT total energy: -17301.79088 a.u.

```
! wB97M-V def2-TZVPD RIJCOSX def2/J DEFGRID3
* xyz -1 1
Pt -0.4389 -1.0563 0.1899
O -3.2519 2.2674 0.9088
As -2.2615 0.9051 1.3063
O -2.3389 0.7034 2.9113
O -0.7173 1.1851 0.7773
C -2.9886 -0.6608 0.3812
C -3.7166 -1.5992 1.1104
C -4.3130 -2.6732 0.4734
C -4.2552 -2.7741 -0.9079
C -3.5689 -1.8178 -1.6419
C -2.8901 -0.8003 -0.9968
S -2.0687 0.4161 -2.0316
O -2.3512 -0.0333 -3.3757
O -2.6611 1.6763 -1.6588
O -0.6171 0.3896 -1.7540
H -3.0887 2.4235 -0.0328
H -3.8142 -1.4502 2.1801
H -4.8451 -3.4160 1.0508
H -4.7597 -3.5813 -1.4186
H -3.5556 -1.8248 -2.7222
Se -0.3122 -1.5671 2.6154
C -1.5971 -2.8395 3.1936
C -1.8335 -4.0264 2.5043
C -2.7015 -4.9415 3.0720
N -3.3265 -4.7546 4.2248
C -3.1158 -3.6112 4.8603
C -2.2662 -2.6243 4.3981
H -1.3446 -4.2143 1.5588
H -2.9030 -5.8882 2.5875
H -3.6508 -3.4930 5.7946
H -2.1258 -1.6962 4.9302
C -1.8343 -1.8885 -5.7769
N -1.4472 -2.4146 -4.4923
C -1.9193 -3.5699 -3.9756
C -1.6420 -3.9389 -2.7079
C -0.8640 -3.0401 -1.8957
O -0.7232 -3.1861 -0.6629
N -0.2751 -1.9990 -2.5165
C -0.5855 -1.6603 -3.7435
O -0.0233 -0.7060 -4.3293
H -2.5713 -2.5473 -6.2323
H -0.9581 -1.7931 -6.4231
H -2.2582 -0.8947 -5.6154
H -2.5418 -4.1604 -4.6350
H -2.0101 -4.8468 -2.2670
Se 3.6112 -1.1917 -0.1189
Sb 1.4511 0.0213 -2.9589
Se 1.5965 2.2526 -3.8311
Se 2.9844 -1.6765 -3.8504
Se 1.8071 0.0447 -0.1661
N 1.7335 0.7120 2.0814
S 2.4688 1.1018 3.4372
C 2.9367 -0.4974 4.1527
C 2.7923 -1.6569 3.4155
C 3.0753 -2.8761 4.0055
C 3.5095 -2.9225 5.3186
C 3.6752 -1.7516 6.0411
C 3.3827 -0.5279 5.4632
C 4.1203 1.6302 2.8773
C 4.3471 2.9968 2.8284
C 5.5219 3.4743 2.2734
C 6.4554 2.5858 1.7625
C 6.2317 1.2213 1.8389
C 5.0652 0.7361 2.4069
H 0.8463 1.2068 1.9917
H 2.4734 -1.6034 2.3843
H 2.9545 -3.7822 3.4352
H 3.7230 -3.8734 5.7852
H 4.0278 -1.7914 7.0607
H 3.5012 0.3903 6.0212
H 3.6022 3.6782 3.2114
H 5.7030 4.5381 2.2286
H 7.3524 2.9578 1.2916
H 6.9502 0.5225 1.4388
H 4.8889 -0.3271 2.4479
*
```

=====

Below is a molecular structure, C28H25Br2O2P2PtS2, with properties calculated with the ωB97M-V functional and the def2-TZVPD basis.

Values from the calculation:
* highest occupied orbital energy (alpha / beta): -10.39 / -11.66 eV
* <S²>: 6.0203
* strongest force on any atom: 0.52 eV Å⁻¹
* LUMO level (alpha / beta): -2.3 / -5.0 eV
* DFT total energy: -7978.61917 a.u.

```
! wB97M-V def2-TZVPD RIJCOSX def2/J DEFGRID3
* xyz 1 5
Pt 2.1567 -0.4742 -1.9276
S 3.2857 -0.0301 0.5952
P 1.3586 0.0577 1.1363
C 0.7199 -0.3419 -0.4316
P -0.8757 -0.4656 -1.1477
S -0.2711 -1.1389 -2.9372
C -1.6633 1.1352 -1.1709
C -3.0474 1.2781 -1.0837
C -3.6121 2.5446 -1.1436
C -2.7983 3.6596 -1.2893
C -1.4190 3.5172 -1.3949
C -0.8473 2.2568 -1.3468
C -1.9051 -1.6133 -0.2281
C -2.4900 -1.2306 0.9831
C -3.1593 -2.1649 1.7575
C -3.2532 -3.4821 1.3245
C -2.6772 -3.8672 0.1220
C -1.9968 -2.9372 -0.6541
C 0.8660 -1.0983 2.3968
C 0.6375 -2.4238 2.0221
C 0.2953 -3.3620 2.9813
C 0.1919 -2.9805 4.3145
C 0.4353 -1.6665 4.6929
C 0.7731 -0.7204 3.7351
C 0.7884 1.6953 1.5851
C 1.5399 2.8031 1.1960
C 1.0365 4.0818 1.3971
C -0.2152 4.2535 1.9716
C -0.9689 3.1515 2.3588
C -0.4681 1.8729 2.1711
H -3.6866 0.4099 -0.9858
H -4.6872 2.6582 -1.0828
H -3.2429 4.6463 -1.3342
H -0.7895 4.3881 -1.5251
H 0.2248 2.1462 -1.4543
H -2.4259 -0.2035 1.3201
H -3.6125 -1.8658 2.6943
H -3.7843 -4.2097 1.9267
H -2.7614 -4.8922 -0.2169
H -1.5452 -3.2317 -1.5935
H 0.7241 -2.7186 0.9830
H 0.1110 -4.3891 2.6920
H -0.0740 -3.7152 5.0655
H 0.3666 -1.3785 5.7344
H 0.9668 0.3036 4.0319
H 2.5115 2.6603 0.7402
H 1.6229 4.9435 1.1039
H -0.6057 5.2520 2.1261
H -1.9421 3.2898 2.8129
H -1.0506 1.0155 2.4869
Br 3.4518 -3.0889 -1.5937
C 5.0480 -2.2976 -2.3360
Br 5.0359 -0.3697 -2.2241
H 5.0951 -2.5635 -3.3811
H 5.8934 -2.6521 -1.7663
C 2.4296 0.6927 -5.8140
C 2.3445 0.3074 -4.3787
O 2.0852 1.1578 -3.4817
O 2.5297 -0.9106 -4.0227
H 2.2963 1.7635 -5.9318
H 1.6579 0.1575 -6.3679
H 3.3959 0.3848 -6.2126
*
```

=====

Below is a molecular structure, C28H25BrGaNP, with properties calculated with the ωB97M-V functional and the def2-TZVPD basis.

Values from the calculation:
* energy above the lowest of the compared OMol25 structures with the same formula, charge and spin: 204.99 kJ/mol
* highest occupied orbital energy (alpha / beta): -3.32 / -2.23 eV
* strongest force on any atom: 3.44 eV Å⁻¹
* LUMO level (alpha / beta): 1.7 / 1.0 eV
* DFT total energy: -5976.80641 a.u.

```
! wB97M-V def2-TZVPD RIJCOSX def2/J DEFGRID3
* xyz -1 1
C -2.4007 0.0087 -2.4922
C -2.5784 -0.4958 -1.1673
C -2.7467 0.6089 -0.2969
H -2.5883 -1.5163 -0.8903
C -2.7366 1.7965 -1.0709
C -2.5490 1.4513 -2.4226
H -2.6798 2.1060 -3.2733
H -2.3837 -0.5575 -3.4033
H -2.8401 0.5325 0.7612
H -2.9254 2.7757 -0.6776
Ga 0.1076 0.6483 -2.1851
Br 1.0108 -0.7319 -3.7523
C 2.1297 1.4443 -6.0547
C 1.0218 2.2296 -6.4687
C 0.0218 1.3439 -6.9916
H 0.9610 3.3149 -6.4356
C 0.5123 0.0226 -6.9046
C 1.8214 0.0704 -6.3181
H 2.4774 -0.7751 -6.1582
H 3.0479 1.8106 -5.6068
H -0.9254 1.6523 -7.4307
H 0.0048 -0.8857 -7.2157
N 0.4056 0.1762 -0.4133
P 0.3454 -0.1558 1.1593
C -1.0023 -1.2779 1.8874
C -1.9068 -0.9720 2.9264
C -2.9367 -1.8545 3.2850
C -3.1125 -3.0818 2.6627
C -2.1671 -3.4270 1.7117
C -1.1182 -2.5681 1.3475
C 1.9423 -0.9209 1.6832
C 2.2896 -2.1236 1.0493
C 3.5529 -2.6918 1.2351
C 4.4979 -2.1324 2.0888
C 4.0921 -1.0166 2.8167
C 2.8313 -0.4317 2.6497
C 0.2027 1.1675 2.4538
C 0.2928 1.0266 3.8541
C 0.1610 2.1358 4.6903
C -0.0654 3.4107 4.1774
C -0.1701 3.5364 2.8001
C -0.0459 2.4456 1.9412
H -1.8583 -0.0367 3.4842
H -3.6632 -1.5517 4.0224
H -3.9754 -3.7232 2.8875
H -2.2786 -4.3661 1.1992
H -0.4121 -2.9265 0.5970
H 1.5872 -2.6331 0.3859
H 3.8225 -3.5805 0.6892
H 5.4979 -2.5620 2.2044
H 4.7972 -0.5800 3.5103
H 2.5815 0.4094 3.2943
H 0.4617 0.0516 4.3266
H 0.2359 2.0216 5.7610
H -0.1550 4.2760 4.8404
H -0.3496 4.5142 2.3891
H -0.1428 2.5880 0.8575
*
```

=====

Q: strongest force on any atom of number 4 (C28H25BrGaNP)?
A: 3.44 eV Å⁻¹

=====

Q: Look up the strongest force on any atom of the second one.
A: 3.14 eV Å⁻¹

=====

Q: Among the records above, which one has the lowest DFT total energy?
A: C28H25AsBr5CaCl5N2O3